{"formula": "C66H168Cl12N8O22", "method": "wB97M-V/def2-TZVPD", "gap_ev": 8.8, "charge": 0, "multiplicity": 1, "energy_ha": -10230.555272, "lumo_energy_ev": 0.270, "symbols": ["Cl", "C", "C", "Cl", "H", "H", "H", "H", "Cl", "C", "C", "Cl", "H", "H", "H", "H", "Cl", "C", "C", "Cl", "H", "H", "H", "H", "Cl", "C", "C", "Cl", "H", "H", "H", "H", "Cl", "C", "C", "Cl", "H", "H", "H", "H", "Cl", "C", "C", "Cl", "H", "H", "H", "H", "C", "O", "H", "H", "H", "H", "C", "O", "H", "H", "H", "H", "C", "O", "H", "H", "H", "H", "C", "O", "H", "H", "H", "H", "C", "O", "H", "H", "H", "H", "C", "O", "H", "H", "H", "H", "C", "O", "C", "C", "N", "C", "C", "O", "C", "H", "H", "H", "H", "H", "H", "H", "H", "H", "H", "H", "H", "H", "H", "H", "C", "O", "C", "C", "N", "C", "C", "O", "C", "H", "H", "H", "H", "H", "H", "H", "H", "H", "H", "H", "H", "H", "H", "H", "C", "O", "C", "C", "N", "C", "C", "O", "C", "H", "H", "H", "H", "H", "H", "H", "H", "H", "H", "H", "H", "H", "H", "H", "C", "O", "C", "C", "N", "C", "C", "O", "C", "H", "H", "H", "H", "H", "H", "H", "H", "H", "H", "H", "H", "H", "H", "H", "C", "O", "C", "C", "N", "C", "C", "O", "C", "H", "H", "H", "H", "H", "H", "H", "H", "H", "H", "H", "H", "H", "H", "H", "C", "O", "C", "C", "N", "C", "C", "O", "C", "H", "H", "H", "H", "H", "H", "H", "H", "H", "H", "H", "H", "H", "H", "H", "C", "O", "C", "C", "N", "C", "C", "O", "C", "H", "H", "H", "H", "H", "H", "H", "H", "H", "H", "H", "H", "H", "H", "H", "C", "O", "C", "C", "N", "C", "C", "O", "C", "H", "H", "H", "H", "H", "H", "H", "H", "H", "H", "H", "H", "H", "H", "H"], "positions_angstrom": [[-0.021, -0.962, 4.324], [0.601, 0.564, 3.648], [-0.522, 1.609, 3.637], [-0.563, 2.512, 5.145], [0.908, 0.380, 2.619], [1.485, 0.905, 4.187], [-1.505, 1.147, 3.541], [-0.420, 2.381, 2.875], [-2.753, -0.367, -3.156], [-3.939, 0.709, -2.466], [-5.318, 0.514, -3.178], [-5.964, -1.126, -3.061], [-3.494, 1.679, -2.690], [-4.073, 0.666, -1.386], [-5.149, 0.715, -4.236], [-6.085, 1.208, -2.836], [5.944, 1.982, 1.964], [6.043, 3.776, 2.109], [7.278, 4.194, 2.962], [7.197, 3.576, 4.615], [5.096, 4.125, 2.522], [6.078, 4.015, 1.046], [7.336, 5.283, 2.963], [8.113, 3.673, 2.494], [-4.575, 4.364, -2.171], [-2.872, 4.749, -1.754], [-2.641, 5.935, -0.845], [-3.410, 5.657, 0.746], [-2.385, 4.849, -2.724], [-2.513, 3.821, -1.308], [-2.857, 6.919, -1.260], [-1.571, 5.950, -0.633], [6.130, 7.749, 2.450], [4.438, 8.389, 2.708], [3.409, 7.261, 2.919], [3.205, 6.374, 1.399], [4.165, 9.036, 1.874], [4.420, 9.080, 3.551], [2.413, 7.638, 3.152], [3.746, 6.551, 3.673], [4.590, -5.965, -3.851], [4.678, -4.345, -3.029], [3.443, -3.469, -3.366], [1.959, -4.244, -2.834], [5.639, -3.942, -3.349], [4.764, -4.548, -1.962], [3.413, -3.317, -4.445], [3.560, -2.480, -2.924], [3.817, -0.360, 1.150], [3.471, -1.713, 1.083], [3.379, 0.124, 2.024], [4.899, -0.343, 1.023], [3.467, 0.239, 0.309], [2.534, -1.904, 1.163], [-3.814, 2.378, 1.375], [-2.650, 1.586, 1.315], [-3.877, 2.966, 0.459], [-4.653, 1.692, 1.262], [-3.850, 2.996, 2.273], [-2.847, 0.690, 1.597], [-3.579, -1.467, 2.999], [-3.158, -1.039, 1.723], [-4.103, -0.649, 3.493], [-4.196, -2.365, 2.966], [-2.673, -1.747, 3.537], [-2.815, -1.792, 1.237], [3.352, -2.579, 4.618], [4.098, -2.635, 5.823], [2.892, -1.620, 4.377], [3.921, -2.931, 3.757], [2.470, -3.207, 4.740], [4.781, -1.965, 5.739], [-4.414, -3.064, -0.462], [-3.175, -3.374, 0.159], [-4.760, -3.806, -1.182], [-5.141, -2.782, 0.300], [-4.360, -2.113, -0.992], [-2.925, -4.276, -0.053], [1.486, 6.205, -1.708], [0.293, 7.011, -2.011], [2.439, 6.574, -2.089], [1.707, 6.178, -0.642], [1.277, 5.204, -2.085], [0.529, 7.866, -2.378], [-4.061, 6.829, -9.810], [-3.744, 6.554, -8.438], [-3.999, 5.261, -8.055], [-3.657, 5.107, -6.599], [-4.184, 3.949, -5.926], [-3.604, 2.651, -6.288], [-2.076, 2.566, -5.788], [-2.022, 2.776, -4.363], [-0.677, 2.773, -3.950], [-4.982, 6.384, -10.184], [-3.182, 6.507, -10.368], [-3.974, 7.910, -9.920], [-3.392, 4.555, -8.622], [-5.074, 5.102, -8.139], [-4.035, 5.998, -6.099], [-2.595, 5.267, -6.411], [-3.934, 4.233, -4.990], [-3.684, 2.401, -7.345], [-4.262, 1.928, -5.805], [-1.460, 3.230, -6.395], [-1.675, 1.577, -6.011], [-0.355, 1.733, -4.011], [-0.516, 3.110, -2.927], [-0.007, 3.431, -4.504], [-1.551, -4.599, 5.295], [-2.760, -4.855, 6.048], [-3.802, -3.909, 5.740], [-5.198, -4.439, 6.304], [-5.406, -5.799, 5.828], [-6.516, -6.472, 6.554], [-6.644, -7.940, 6.119], [-5.460, -8.635, 6.524], [-5.421, -10.017, 6.167], [-1.665, -4.840, 4.238], [-0.776, -5.282, 5.642], [-1.173, -3.585, 5.424], [-3.882, -3.823, 4.656], [-3.574, -2.927, 6.153], [-6.017, -3.760, 6.068], [-5.228, -4.410, 7.393], [-4.594, -6.395, 5.902], [-7.485, -5.991, 6.419], [-6.342, -6.575, 7.625], [-6.647, -7.934, 5.029], [-7.607, -8.282, 6.496], [-5.589, -10.289, 5.125], [-6.201, -10.431, 6.807], [-4.467, -10.342, 6.582], [8.853, 4.389, -5.679], [7.748, 4.976, -5.059], [7.997, 5.476, -3.747], [6.700, 5.735, -2.963], [6.099, 4.416, -2.663], [4.973, 4.535, -1.758], [4.082, 3.276, -1.933], [3.600, 3.279, -3.259], [2.801, 2.165, -3.486], [9.453, 3.826, -4.965], [9.569, 5.072, -6.136], [8.457, 3.756, -6.473], [8.633, 6.356, -3.843], [8.546, 4.732, -3.169], [6.033, 6.304, -3.609], [6.771, 6.352, -2.067], [5.707, 4.007, -3.500], [4.277, 5.346, -1.970], [5.324, 4.592, -0.727], [3.269, 3.236, -1.208], [4.748, 2.428, -1.767], [1.950, 2.050, -2.815], [3.454, 1.300, -3.602], [2.296, 2.294, -4.444], [1.077, 5.530, 7.358], [0.794, 5.779, 5.977], [-0.568, 6.003, 5.736], [-0.793, 6.262, 4.187], [-0.910, 7.700, 3.874], [-0.942, 7.928, 2.398], [-0.623, 9.355, 2.214], [0.769, 9.604, 2.398], [0.995, 10.973, 2.496], [2.133, 5.628, 7.611], [0.613, 4.591, 7.662], [0.542, 6.227, 8.002], [-1.068, 6.752, 6.351], [-1.126, 5.107, 6.008], [-1.655, 5.703, 3.824], [-0.016, 5.887, 3.520], [-0.053, 8.112, 4.216], [-1.944, 7.751, 2.006], [-0.223, 7.327, 1.841], [-1.286, 9.978, 2.814], [-0.927, 9.704, 1.227], [2.051, 11.244, 2.522], [0.544, 11.369, 3.405], [0.557, 11.453, 1.621], [0.756, -3.252, 2.050], [0.942, -2.156, 1.138], [0.046, -2.152, 0.041], [0.721, -1.447, -1.132], [0.910, 0.015, -0.999], [-0.248, 0.720, -0.481], [0.100, 2.175, -0.125], [1.311, 2.128, 0.642], [1.725, 3.371, 1.154], [1.105, -4.206, 1.655], [-0.307, -3.322, 2.282], [1.313, -3.147, 2.982], [-0.907, -1.672, 0.262], [-0.089, -3.178, -0.302], [0.047, -1.625, -1.970], [1.661, -1.935, -1.390], [1.620, 0.257, -0.323], [-0.679, 0.316, 0.435], [-1.057, 0.606, -1.203], [-0.663, 2.624, 0.510], [0.323, 2.740, -1.030], [2.717, 3.335, 1.604], [0.985, 3.886, 1.768], [1.918, 4.106, 0.373], [0.287, -1.355, -5.032], [1.006, -1.903, -6.093], [2.325, -1.375, -6.294], [2.203, 0.148, -6.791], [1.551, 0.429, -8.072], [2.193, -0.190, -9.165], [1.465, 0.014, -10.461], [0.188, -0.681, -10.421], [-0.509, -0.711, -11.679], [0.909, -1.385, -4.137], [-0.586, -1.976, -4.832], [-0.101, -0.365, -5.270], [2.793, -1.935, -7.104], [2.921, -1.405, -5.382], [3.158, 0.662, -6.685], [1.613, 0.740, -6.092], [0.631, 0.017, -7.995], [2.231, -1.251, -8.919], [3.210, 0.172, -9.312], [2.075, -0.282, -11.314], [1.252, 1.074, -10.604], [-0.672, 0.333, -11.948], [-1.510, -1.136, -11.595], [-0.063, -1.294, -12.484], [-4.438, -4.621, -3.972], [-3.871, -5.453, -3.015], [-2.485, -5.202, -2.960], [-1.768, -6.113, -1.963], [-2.382, -6.040, -0.637], [-1.551, -6.709, 0.418], [-2.310, -6.757, 1.814], [-3.469, -7.614, 1.759], [-4.269, -7.463, 2.908], [-5.502, -4.840, -4.058], [-4.087, -4.802, -4.987], [-4.285, -3.564, -3.755], [-2.334, -4.194, -2.575], [-1.938, -5.349, -3.891], [-0.696, -5.936, -2.041], [-1.918, -7.134, -2.315], [-3.241, -6.564, -0.726], [-0.563, -6.266, 0.545], [-1.317, -7.731, 0.116], [-2.580, -5.774, 2.199], [-1.595, -7.146, 2.539], [-3.832, -7.830, 3.837], [-5.217, -7.972, 2.739], [-4.586, -6.439, 3.109], [-0.945, -9.809, 6.314], [-0.668, -8.733, 7.198], [0.392, -8.975, 8.126], [1.752, -8.978, 7.381], [1.949, -7.665, 6.783], [2.980, -7.619, 5.766], [2.980, -6.216, 5.181], [1.656, -5.796, 4.637], [1.357, -6.367, 3.353], [-0.314, -9.746, 5.428], [-1.971, -9.750, 5.950], [-0.829, -10.781, 6.792], [0.259, -9.934, 8.626], [0.447, -8.282, 8.966], [1.725, -9.744, 6.605], [2.504, -9.241, 8.125], [1.147, -7.220, 6.360], [2.835, -8.403, 5.023], [3.923, -7.719, 6.304], [3.822, -6.192, 4.489], [3.175, -5.531, 6.007], [0.437, -5.942, 2.950], [1.196, -7.444, 3.384], [2.238, -6.248, 2.723]]}

=====

{"formula": "C21H31N3O2S", "method": "wB97M-V/def2-TZVPD", "gap_ev": 7.8, "charge": 0, "multiplicity": 1, "energy_ha": -1530.968654, "de_lowest_kj_mol": 2173.3, "lumo_energy_ev": 0.183, "symbols": ["C", "H", "H", "H", "C", "N", "C", "O", "C", "C", "C", "N", "C", "C", "H", "H", "H", "H", "C", "C", "H", "H", "C", "N", "C", "O", "C", "C", "C", "C", "C", "C", "S", "H", "H", "H", "H", "H", "C", "H", "C", "H", "H", "H", "H", "H", "H", "H", "H", "H", "H", "H", "H", "C", "H", "H", "H", "H"], "positions_angstrom": [[-4.547, -3.647, 1.039], [-5.107, -4.518, 0.951], [-4.212, -3.293, 1.958], [-3.617, -3.955, 0.425], [-5.238, -2.648, 0.090], [-4.461, -1.391, 0.354], [-4.823, -0.298, 1.126], [-5.810, -0.007, 1.419], [-3.731, 0.956, 0.808], [-2.305, 0.448, 1.504], [-1.388, 1.846, 1.445], [-1.256, 2.294, -0.001], [-2.392, 2.380, -0.612], [-3.429, 1.517, -0.489], [-3.104, 0.602, -1.292], [-4.457, 1.770, -0.819], [-2.197, 2.768, -1.459], [-2.863, 3.336, 0.171], [-0.013, 1.768, -0.821], [-0.094, 0.180, -0.822], [-1.054, -0.241, -1.435], [0.005, -0.256, 0.176], [1.060, -0.123, -1.845], [2.265, 0.309, -1.224], [3.284, -0.463, -1.267], [3.233, -1.806, -1.255], [4.500, -0.299, -0.348], [5.625, -0.721, -0.310], [6.733, -0.576, 0.488], [7.187, 0.546, 1.160], [8.478, 0.662, 1.535], [9.093, -0.618, 1.124], [8.181, -1.613, 0.344], [10.107, -1.003, 1.474], [8.874, 1.276, 2.170], [6.522, 1.610, 1.291], [5.581, -1.842, -0.937], [4.456, 0.868, 0.403], [2.325, 1.738, -1.248], [3.208, 2.176, -0.860], [1.344, 2.060, -0.114], [1.345, 1.785, 0.945], [1.160, 3.181, -0.153], [2.080, 1.988, -2.223], [1.049, -1.259, -2.073], [1.032, 0.134, -2.902], [-0.202, 1.997, -1.703], [-0.231, 1.170, 1.849], [-1.655, 2.555, 1.965], [-2.087, -0.314, 1.039], [-2.459, 0.271, 2.512], [-4.052, 1.804, 1.445], [-3.322, -1.319, -0.250], [-5.515, -2.892, -1.113], [-6.153, -3.715, -1.143], [-5.998, -1.859, -1.495], [-4.696, -3.138, -1.817], [-6.261, -2.183, 0.824]]}

=====

{"formula": "C7H15N2OP", "method": "wB97M-V/def2-TZVPD", "gap_ev": 9.4, "charge": 0, "multiplicity": 1, "smiles": "C/C=C/P1(=O)N(C)CCN1C", "energy_ha": -801.800215, "de_lowest_kj_mol": 117.5, "lumo_energy_ev": 0.882, "symbols": ["C", "C", "C", "P", "O", "N", "C", "C", "C", "N", "C", "H", "H", "H", "H", "H", "H", "H", "H", "H", "H", "H", "H", "H", "H", "H"], "positions_angstrom": [[3.721, -1.290, 0.520], [2.311, -1.090, -0.035], [1.392, -0.172, 0.323], [-0.130, -0.167, -0.584], [-0.153, -0.791, -1.926], [-1.371, -0.676, 0.528], [-1.555, -2.114, 0.385], [-2.430, 0.283, 0.556], [-1.848, 1.713, 0.364], [-0.802, 1.417, -0.573], [-0.107, 2.495, -1.228], [4.626, -0.919, 0.070], [3.941, -2.449, 0.631], [3.581, -0.988, 1.573], [1.906, -1.546, -0.934], [1.396, 0.401, 1.262], [-0.468, -2.435, 0.209], [-1.896, -2.596, 1.334], [-2.118, -2.552, -0.453], [-3.125, 0.187, 1.378], [-2.943, 0.161, -0.442], [-2.514, 2.354, -0.212], [-1.617, 2.275, 1.405], [0.810, 2.183, -1.673], [-0.634, 2.981, -2.055], [0.026, 3.332, -0.424]]}

=====

{"formula": "C18H23FN6O4", "method": "wB97M-V/def2-TZVPD", "gap_ev": 8.9, "charge": 0, "multiplicity": 1, "smiles": "Cc1nccn1[C@H](C)C(=O)NC[C@@H]1CCCN(C(=O)c2nc(O)nc(O)c2F)C1", "energy_ha": -1429.159825, "de_lowest_kj_mol": 15.0, "lumo_energy_ev": 0.272, "symbols": ["C", "C", "N", "C", "C", "N", "C", "C", "C", "O", "N", "C", "C", "C", "C", "C", "N", "C", "O", "C", "N", "C", "O", "N", "C", "O", "C", "F", "C", "H", "H", "H", "H", "H", "H", "H", "H", "H", "H", "H", "H", "H", "H", "H", "H", "H", "H", "H", "H", "H", "H", "H"], "positions_angstrom": [[-2.918, -0.149, -2.034], [-2.547, 1.195, -1.509], [-2.260, 2.246, -2.241], [-2.007, 3.265, -1.353], [-2.137, 2.822, -0.074], [-2.485, 1.492, -0.177], [-2.798, 0.624, 0.950], [-4.132, 0.972, 1.583], [-1.652, 0.700, 1.976], [-1.837, 1.038, 3.129], [-0.440, 0.391, 1.465], [0.787, 0.507, 2.230], [1.942, 1.074, 1.402], [1.589, 2.445, 0.776], [1.849, 2.475, -0.728], [1.136, 1.332, -1.433], [1.437, 0.053, -0.761], [1.027, -1.076, -1.376], [0.152, -1.099, -2.223], [1.610, -2.386, -0.898], [2.888, -2.645, -1.194], [3.319, -3.838, -0.839], [4.590, -4.118, -1.149], [2.629, -4.790, -0.209], [1.376, -4.517, 0.093], [0.644, -5.425, 0.735], [0.811, -3.289, -0.246], [-0.458, -3.008, 0.077], [2.408, 0.090, 0.330], [-2.890, -0.099, -3.119], [-2.212, -0.918, -1.720], [-3.923, -0.438, -1.720], [-1.749, 4.255, -1.692], [-2.026, 3.309, 0.881], [-2.823, -0.398, 0.563], [-4.343, 0.296, 2.409], [-4.112, 1.987, 1.978], [-4.923, 0.896, 0.838], [-0.386, 0.097, 0.502], [0.568, 1.168, 3.069], [1.076, -0.463, 2.650], [2.776, 1.188, 2.100], [0.530, 2.654, 0.946], [2.155, 3.239, 1.262], [1.482, 3.411, -1.152], [2.922, 2.439, -0.931], [0.056, 1.499, -1.421], [1.423, 1.254, -2.483], [4.773, -5.016, -0.845], [1.203, -6.202, 0.876], [3.394, 0.368, -0.051], [2.505, -0.907, 0.756]]}